ORCA calculation (ωB97M-V/def2-TZVPD) on a structure of composition C34H66IrNO5PSSi3 in a non-equilibrium geometry.

Cartesian coordinates (Å):
Ir: 1.4347 0.2822 -0.3175
C: 4.9244 -0.7919 -1.2576
O: 3.9713 0.0664 -0.6695
Si: 4.2806 1.5960 -0.0614
C: 5.4511 2.5829 -1.2000
C: 5.1370 1.4460 1.6339
C: 2.4409 2.1340 -0.0989
Si: 1.9062 2.8025 -1.8383
C: 2.7732 4.4180 -2.3652
C: 0.0221 3.0915 -1.8948
C: 2.2751 1.4272 -3.1321
Si: 1.7562 3.0047 1.4775
C: 2.9632 4.3781 2.0060
C: 0.0324 3.8181 1.3353
C: 1.6454 1.6453 2.8390
H: 5.2534 -0.3826 -2.2129
H: 4.4672 -1.7649 -1.4243
H: 5.7872 -0.9146 -0.6055
H: 6.4833 2.2790 -1.0442
H: 5.4049 3.6491 -1.0084
H: 5.2229 2.4336 -2.2505
H: 5.8580 0.6328 1.6171
H: 4.4370 1.2438 2.4349
H: 5.6775 2.3519 1.8874
H: 3.1732 4.9657 -1.5197
H: 2.0671 5.0698 -2.8696
H: 3.5850 4.2311 -3.0585
H: -0.2411 4.0651 -1.5032
H: -0.5127 2.3335 -1.3321
H: -0.3282 3.0523 -2.9206
H: 3.3346 1.3659 -3.3429
H: 1.7659 1.6194 -4.0701
H: 1.9559 0.4389 -2.7863
H: 3.2105 5.0291 1.1751
H: 3.8877 3.9711 2.3992
H: 2.5135 4.9978 2.7753
H: 0.0875 4.7585 0.7972
H: -0.3467 4.0421 2.3289
H: -0.6933 3.1834 0.8414
H: 2.5199 1.6698 3.4809
H: 1.5802 0.6455 2.4035
H: 0.7800 1.7886 3.4787
O: -0.8321 -0.2630 0.0223
P: -2.2579 -0.7131 -0.1315
C: -3.3645 0.4535 0.7916
C: -3.5479 1.7667 0.0204
C: -3.9317 2.9180 0.9657
C: -4.7184 2.3818 2.1585
C: -3.8035 1.4987 3.0187
C: -2.7559 0.7866 2.1508
C: -2.6893 -0.8081 -1.9515
C: -1.8962 0.2271 -2.7449
C: -2.0667 -0.0182 -4.2437
C: -3.5545 -0.0809 -4.6412
C: -4.4667 0.2257 -3.4556
C: -4.1890 -0.7326 -2.2934
C: -2.3515 -2.5098 0.4042
C: -3.7094 -3.1852 0.2249
C: -4.6189 -3.0541 1.4416
C: -3.9347 -3.6539 2.6624
C: -2.6663 -2.8684 2.9569
C: -1.7139 -2.8494 1.7603
H: -4.3226 -0.0480 0.9381
H: -4.3234 1.6538 -0.7381
H: -2.6058 2.0204 -0.4709
H: -4.5176 3.6535 0.4134
H: -3.0374 3.4260 1.3318
H: -5.5722 1.8096 1.7872
H: -5.1116 3.2063 2.7549
H: -4.4130 0.7684 3.5552
H: -3.2949 2.1136 3.7626
H: -2.3951 -0.1076 2.6554
H: -1.8892 1.4294 1.9842
H: -2.3037 -1.7923 -2.2514
H: -0.8377 0.1690 -2.4767
H: -2.2450 1.2283 -2.5049
H: -1.5711 -0.9532 -4.5111
H: -1.5571 0.7781 -4.7890
H: -3.7975 -1.0719 -5.0285
H: -3.7620 0.6305 -5.4400
H: -5.5074 0.1114 -3.7610
H: -4.3335 1.2632 -3.1421
H: -4.5393 -1.7254 -2.5846
H: -4.7671 -0.4212 -1.4219
H: -1.6824 -2.9263 -0.3712
H: -3.5260 -4.2501 0.0576
H: -4.2090 -2.7933 -0.6595
H: -5.5541 -3.5784 1.2427
H: -4.8581 -2.0066 1.6393
H: -3.6947 -4.7020 2.4744
H: -4.5981 -3.6069 3.5261
H: -2.1440 -3.3057 3.8094
H: -2.9520 -1.8544 3.2338
H: -1.2707 -3.8470 1.6754
H: -0.9107 -2.1348 1.9620
N: 1.3058 -1.9736 0.3712
C: 2.3234 -2.9548 0.4483
C: 3.3500 -2.7822 1.3742
C: 4.3022 -3.7746 1.5327
C: 4.1886 -4.9009 0.7558
C: 3.2120 -5.0911 -0.1883
C: 2.2636 -4.0930 -0.3516
S: 5.3133 -6.3264 1.1210
O: 6.4145 -5.6820 1.7855
O: 4.3735 -7.0462 1.9546
O: 5.5420 -6.8449 -0.2030
H: 0.5120 -2.3115 -0.1682
H: 0.9816 -1.7418 1.3076
H: 3.3841 -1.8775 1.9632
H: 5.1080 -3.6967 2.2442
H: 3.1824 -6.0001 -0.7634
H: 1.4668 -4.2121 -1.0746

Calculated values
Kohn-Sham gap (alpha / beta)	3.2957 / 3.6764	eV
HOMO (alpha / beta)	-9.843 / -9.851	eV
total charge	+1
max |F|	0.0633	hartree/bohr

---

ORCA calculation (ωB97M-V/def2-TZVPD) on the molecule C10H10O4 in a non-equilibrium geometry.

Cartesian coordinates (Å):
O: -3.9596 -0.8255 -1.1001
C: -2.9222 -0.2456 -1.2663
O: -2.7497 0.5736 -2.3641
C: -1.3369 0.8128 -2.4482
C: -0.6984 0.4127 -1.0715
C: -0.3277 1.7568 -0.4659
O: 0.5012 1.7415 0.7096
C: 0.9455 0.5010 1.0960
C: 2.1306 0.0010 0.6134
C: 2.5913 -1.2249 1.0105
C: 1.8843 -1.9797 1.9189
C: 0.7044 -1.4869 2.4194
C: 0.2548 -0.2635 1.9975
O: -1.8238 -0.2631 -0.4927
H: -1.2580 1.8627 -2.7439
H: -1.0072 0.2053 -3.2992
H: 0.0862 -0.2658 -1.3952
H: -1.2257 2.3312 -0.2138
H: 0.2017 2.3134 -1.2478
H: 2.7559 0.5534 -0.0830
H: 3.5189 -1.6341 0.6260
H: 2.2598 -2.9444 2.2405
H: 0.1444 -2.0618 3.1473
H: -0.6698 0.1301 2.4124

Calculated values
Kohn-Sham gap	10.0506	eV
SMILES string	O=C1OC[C@@H](COc2ccccc2)O1
HOMO	-9.452	eV
ΔE to the lowest compared entry with this formula, charge and spin	0.0	kcal per mole
total charge	0
max |F|	0.0683	hartree/bohr

---

ORCA calculation (ωB97M-V/def2-TZVPD) on a cluster of 16 separate species, C30H74F13NO18 in total in a non-equilibrium geometry.

Cartesian coordinates (Å):
C: 5.1415 -1.2283 1.1788
C: 4.5951 -0.0722 0.1969
O: 4.3373 -0.4476 -0.9781
N: 4.3919 1.3370 0.6584
C: 4.9489 2.2925 -0.3421
C: 2.9149 1.4851 0.8654
O: 2.6947 0.6602 2.0776
C: 2.7103 1.4488 3.2567
O: 3.2872 1.1299 4.3064
C: 1.8956 2.7996 2.9081
C: 2.2893 2.8818 1.3325
C: 1.2866 3.6964 0.3544
C: -0.1877 3.0878 0.2788
C: -0.4782 2.1220 -0.9482
F: 0.7840 1.8306 -1.5831
F: -1.2593 2.7463 -1.9555
C: -1.0215 0.6392 -0.5022
F: -1.0083 -0.1378 -1.7288
F: 0.0055 0.1693 0.3745
C: -2.4805 0.6368 0.1415
F: -2.6245 1.5073 1.2662
F: -3.3982 1.1886 -0.8223
C: -3.0986 -0.7654 0.5538
F: -4.0857 -0.5166 1.5500
F: -3.8315 -1.2595 -0.5688
C: -2.1307 -1.9258 1.0183
F: -1.2116 -2.3679 0.0254
F: -2.9772 -3.0688 1.2099
C: -1.3776 -1.7178 2.4265
F: 0.0262 -1.8900 2.3432
F: -1.7906 -2.7341 3.3345
F: -1.6545 -0.5100 3.0715
H: 5.4343 -2.1461 0.5503
H: 4.2899 -1.5715 1.8676
H: 6.0568 -0.8986 1.7659
H: 4.7830 2.0000 -1.4304
H: 4.5914 3.3654 -0.2236
H: 6.0918 2.3146 -0.1960
H: 2.3954 0.8482 0.0799
H: 2.5489 3.5865 3.4333
H: 0.7933 2.7530 3.1711
H: 3.1718 3.6243 1.3912
H: 1.7583 3.9333 -0.6796
H: 1.1744 4.7328 0.8505
H: -0.3963 2.6051 1.2998
H: -0.9159 3.9725 0.1921
C: 6.2460 -3.4361 -2.3451
O: 7.1193 -3.4986 -1.2251
H: 5.2975 -3.9011 -2.0774
H: 6.0723 -2.3925 -2.6186
H: 6.6881 -3.9749 -3.1874
H: 7.9489 -3.0818 -1.4868
C: 8.7900 2.1793 -1.7135
O: 7.9999 3.3426 -1.5098
H: 8.1586 1.2995 -1.5873
H: 9.2028 2.1855 -2.7254
H: 9.6005 2.1502 -0.9807
H: 8.5796 4.1049 -1.6265
C: 1.8914 -3.0254 5.3678
O: 2.9000 -2.3608 4.6228
H: 2.2638 -4.0041 5.6699
H: 1.6457 -2.4414 6.2588
H: 0.9998 -3.1536 4.7466
H: 2.5480 -1.4985 4.3672
C: -2.9391 1.0504 -4.2266
O: -1.6922 0.9685 -4.9032
H: -3.7343 1.1345 -4.9676
H: -3.0937 0.1476 -3.6290
H: -2.9472 1.9313 -3.5802
H: -1.0064 0.8936 -4.2278
C: 0.3576 7.6843 1.9244
O: 1.6534 7.3012 1.4797
H: 0.0379 7.0001 2.7083
H: 0.3906 8.7012 2.3236
H: -0.3477 7.6330 1.0907
H: 1.9123 7.9212 0.7872
C: -3.5109 7.3600 3.1985
O: -2.2639 6.7285 3.4552
H: -3.5679 7.6069 2.1383
H: -4.3283 6.6820 3.4557
H: -3.5886 8.2774 3.7874
H: -2.2387 6.5209 4.3974
C: -7.0763 0.4332 -4.5028
O: -6.2656 0.3594 -5.6665
H: -7.5497 1.4143 -4.4664
H: -7.8485 -0.3392 -4.5408
H: -6.4573 0.2975 -3.6118
H: -5.8594 -0.5160 -5.6747
C: -5.7021 -4.7708 0.4492
O: -5.6467 -4.2674 -0.8779
H: -6.3516 -5.6458 0.4666
H: -4.6991 -5.0571 0.7760
H: -6.1070 -4.0045 1.1160
H: -5.0670 -3.4958 -0.8669
C: 1.2836 -0.5354 -6.6637
O: 0.3234 -0.2370 -7.6644
H: 2.1874 -0.9109 -7.1437
H: 1.5223 0.3715 -6.1014
H: 0.8870 -1.3001 -5.9903
H: -0.4652 0.0929 -7.2126
C: -2.5229 0.8860 6.4412
O: -3.2309 1.4358 5.3412
H: -3.0632 1.1137 7.3598
H: -2.4487 -0.1985 6.3255
H: -1.5236 1.3263 6.4912
H: -2.7292 1.2185 4.5433
C: -0.2550 -6.1259 5.3452
O: -0.9525 -5.7983 4.1511
H: -0.1073 -7.2051 5.3823
H: 0.7164 -5.6275 5.3511
H: -0.8424 -5.8108 6.2117
H: -1.0704 -4.8388 4.1437
C: -4.5630 -5.3548 4.3073
O: -4.2188 -6.7229 4.1670
H: -5.6474 -5.2555 4.2546
H: -4.2136 -4.9845 5.2752
H: -4.1071 -4.7776 3.4976
H: -3.2537 -6.7795 4.2168
C: -0.9737 -3.3845 -3.4059
O: -2.1072 -2.5841 -3.0972
H: -1.2436 -4.0897 -4.1923
H: -0.1580 -2.7465 -3.7562
H: -0.6613 -3.9371 -2.5158
H: -1.8409 -1.9706 -2.4002
C: -3.1218 -6.2029 -5.5540
O: -2.0905 -5.5515 -6.2815
H: -2.7662 -7.1833 -5.2373
H: -3.3810 -5.6099 -4.6729
H: -3.9999 -6.3259 -6.1932
H: -2.4325 -4.6893 -6.5482
C: 2.3815 4.8943 -3.7364
O: 3.2626 4.8389 -2.6224
H: 1.4372 4.4236 -3.4617
H: 2.1993 5.9362 -4.0118
H: 2.8201 4.3575 -4.5811
H: 4.0857 5.2619 -2.8954

Calculated values
Kohn-Sham gap	9.1213	eV
HOMO	-9.592	eV
total charge	0
max |F|	0.0830	hartree/bohr

---

ORCA calculation (ωB97M-V/def2-TZVPD) on a structure of composition C8H22N2O10P2Sn in a non-equilibrium geometry.

Cartesian coordinates (Å):
Sn: 0.1412 -0.6369 2.0449
P: -0.1374 -4.0142 2.4499
O: -1.2338 -2.9061 2.7696
O: -0.6211 -4.9113 1.3139
O: 0.0771 -4.8251 3.7661
O: 1.1419 -3.1944 1.9739
P: -0.9683 -1.1812 -1.0215
O: -1.1356 0.0691 -1.9349
O: 0.5297 -1.3173 -0.5688
O: -1.5273 -2.4538 -1.6205
O: -1.6912 -0.9337 0.4023
C: -2.4071 3.7402 0.6509
C: -2.6195 2.2195 0.7500
C: -3.7437 1.7665 -0.2136
O: -4.9069 2.5816 0.0574
C: -5.9193 2.3842 -0.9251
N: -1.3683 1.5830 0.4180
H: -3.3520 4.2977 0.7804
H: -1.9950 4.0229 -0.3183
H: -1.8317 4.1244 1.5008
H: -2.9865 1.9862 1.7549
H: -3.9432 0.7340 0.1022
H: -3.4056 1.7256 -1.2549
H: -5.4800 2.2916 -1.9304
H: -6.5929 3.2333 -0.8035
H: -6.3641 1.3830 -0.7815
H: -1.6379 0.5325 0.2012
H: -1.0622 1.8175 -0.5341
C: 4.7487 0.4421 0.6586
C: 3.7386 -0.2622 -0.2384
C: 3.7864 -1.7814 -0.0196
O: 3.4693 -2.6036 -1.1085
C: 3.9644 -2.1949 -2.3377
N: 2.3716 0.2635 0.1664
H: 4.5050 0.2102 1.7001
H: 4.7537 1.5366 0.6056
H: 5.7863 0.1211 0.4600
H: 3.8072 0.0738 -1.2784
H: 3.1799 -2.1093 0.8340
H: 4.8476 -1.9797 0.2688
H: 3.4365 -1.3264 -2.7539
H: 3.7792 -3.0120 -3.0385
H: 5.0463 -1.9597 -2.2563
H: 1.7398 -0.5291 -0.2044
H: 2.0802 0.9923 -0.4871

Calculated values
Kohn-Sham gap	1.6302	eV
HOMO	6.261	eV
ΔE to the lowest compared entry with this formula, charge and spin	0.0	kcal per mole
total charge	-4
max |F|	0.1186	hartree/bohr

---

ORCA calculation (ωB97M-V/def2-TZVPD) on the molecule C5H6INO in a non-equilibrium geometry.

Cartesian coordinates (Å):
C: 1.1552 0.7626 0.8525
C: -0.2913 -1.2780 -0.7640
C: 0.4278 1.1551 -0.4389
C: 0.0171 -1.1832 1.5436
C: -0.5751 0.1810 -0.9587
N: 0.5664 -0.1412 1.4961
O: -1.2060 -2.0897 -0.7404
I: -2.5418 0.4840 -0.1024
H: 2.1515 1.0427 1.3495
H: 0.7487 -1.7322 -0.9997
H: -0.0564 2.2113 -0.2252
H: 1.1323 1.3331 -1.2071
H: -0.7926 -1.1767 2.3050
H: -0.7359 0.4313 -2.1102

Calculated values
Kohn-Sham gap	8.5415	eV
HOMO	-8.271	eV
ΔE to the lowest compared entry with this formula, charge and spin	98.3	kcal per mole
total charge	0
max |F|	0.1070	hartree/bohr

---

ORCA calculation (ωB97M-V/def2-TZVPD) on the molecule C5H10 in a non-equilibrium geometry.

Cartesian coordinates (Å):
C: 0.2098 -2.0184 -0.3863
C: 0.2445 -0.5396 -0.6987
C: -0.6559 0.3240 -0.0974
C: -0.6838 1.7706 -0.5509
C: 0.7846 0.2567 0.8306
H: 1.2102 -2.3633 -0.1443
H: -0.5178 -2.3158 0.3896
H: -0.1177 -2.5745 -1.2625
H: -1.5226 0.0262 0.5071
H: 0.2695 1.9322 -1.0489
H: -0.7808 2.4976 0.2633
H: -1.4729 2.0069 -1.2594
H: 0.2326 0.5242 1.7435
H: 1.3678 -0.6098 1.1128
H: 1.4325 1.0830 0.6017

Calculated values
Kohn-Sham gap	8.6425	eV
HOMO	-7.450	eV
ΔE to the lowest compared entry with this formula, charge and spin	94.9	kcal per mole
total charge	0
max |F|	0.0204	hartree/bohr

---

ORCA calculation (ωB97M-V/def2-TZVPD) on the ion CH3O2S with charge -1 in a non-equilibrium geometry.

Cartesian coordinates (Å):
C: 0.5080 0.0348 -1.0210
S: -0.1621 -0.2577 0.5208
O: -1.3012 -1.3893 0.7021
O: 0.8890 -0.2602 1.5414
H: 1.3102 0.7911 -0.7450
H: -0.2340 0.2836 -1.7849
H: -1.0099 0.7977 0.7867

Calculated values
Kohn-Sham gap	7.5009	eV
SMILES string	C=[S@@H](=O)[O-]
HOMO	-3.255	eV
ΔE to the lowest compared entry with this formula, charge and spin	79.4	kcal per mole
total charge	-1
max |F|	0.1030	hartree/bohr

---

ORCA calculation (ωB97M-V/def2-TZVPD) on a structure of composition C59H66N4O5P3RbSSi2 in a non-equilibrium geometry.

Cartesian coordinates (Å):
Rb: -0.4132 -0.7360 1.5439
C: 5.0327 -3.6900 0.1841
Si: 4.1277 -2.4612 1.3387
C: 3.6762 -3.5022 2.8666
C: 5.4627 -1.2365 1.9390
N: 2.7164 -1.7131 0.7735
P: 2.4973 -1.0694 -0.6796
C: 1.0224 -0.2332 -0.7020
P: 0.3849 0.3093 -2.1732
N: -1.0783 0.9381 -1.9441
Si: -2.0520 1.5259 -3.2059
C: -1.2287 2.0641 -4.8454
C: -3.4137 0.2880 -3.7040
C: -2.9490 3.1088 -2.6505
C: 0.1621 -0.9185 -3.5364
C: 0.5730 -0.8943 -4.8640
C: 0.1878 -1.8962 -5.7473
C: -0.6135 -2.9392 -5.3178
C: -1.0357 -2.9779 -3.9944
C: -0.6520 -1.9796 -3.1172
C: 1.4373 1.6916 -2.8227
C: 2.3984 1.7514 -3.8267
C: 3.0895 2.9311 -4.0903
C: 2.8652 4.0669 -3.3338
C: 1.9567 4.0092 -2.2801
C: 1.2601 2.8418 -2.0322
C: 2.6857 -2.3948 -1.9372
C: 3.2139 -2.2380 -3.2147
C: 3.2933 -3.3180 -4.0827
C: 2.8163 -4.5615 -3.6995
C: 2.2342 -4.7171 -2.4479
C: 2.1718 -3.6420 -1.5780
C: 3.9899 -0.0223 -0.9969
C: 3.9102 1.2448 -0.4135
C: 4.9977 2.1020 -0.4136
C: 6.1912 1.7088 -1.0080
C: 6.2803 0.4574 -1.5987
C: 5.1912 -0.4063 -1.5879
H: 5.8099 -4.2431 0.7211
H: 5.5025 -3.1774 -0.6595
H: 4.3254 -4.4099 -0.2323
H: 4.5417 -3.6267 3.5261
H: 3.3252 -4.5005 2.5861
H: 2.8787 -3.0130 3.4271
H: 6.1298 -1.6959 2.6752
H: 4.9736 -0.3798 2.4114
H: 6.0704 -0.8488 1.1169
H: -0.9148 1.1959 -5.4274
H: -0.3403 2.6708 -4.6453
H: -1.9101 2.6559 -5.4643
H: -3.0637 -0.4032 -4.4757
H: -4.3098 0.7971 -4.0749
H: -3.7003 -0.3067 -2.8338
H: -2.2449 3.8978 -2.3717
H: -3.5843 2.9060 -1.7888
H: -3.5840 3.4850 -3.4601
H: 1.1668 -0.0742 -5.2409
H: 0.5243 -1.8578 -6.7782
H: -0.9087 -3.7189 -6.0114
H: -1.6724 -3.7860 -3.6511
H: -0.9710 -1.9899 -2.0811
H: 2.6440 0.8739 -4.4097
H: 3.8085 2.9591 -4.9021
H: 3.3975 4.9857 -3.5522
H: 1.7965 4.8860 -1.6595
H: 0.5505 2.7693 -1.2159
H: 3.5758 -1.2639 -3.5244
H: 3.7118 -3.1828 -5.0744
H: 2.8878 -5.4055 -4.3766
H: 1.8297 -5.6799 -2.1544
H: 1.7334 -3.7353 -0.5911
H: 2.9614 1.5264 0.0344
H: 4.9180 3.0789 0.0518
H: 7.0524 2.3676 -1.0017
H: 7.2088 0.1442 -2.0650
H: 5.2867 -1.3878 -2.0342
C: -2.1528 -4.0154 0.7963
O: -0.8439 -3.4915 0.8651
C: -0.0158 -4.0963 1.8325
C: -0.3121 -3.7472 3.2916
O: 0.5071 -2.6641 3.7000
C: 0.5553 -2.5347 5.1064
H: -2.1338 -5.1145 0.7952
H: -2.5791 -3.6662 -0.1452
H: -2.7786 -3.6652 1.6187
H: 0.9972 -3.7475 1.6144
H: -0.0595 -5.1900 1.7205
H: -0.0786 -4.6219 3.9171
H: -1.3691 -3.4988 3.4318
H: -0.4315 -2.3468 5.5281
H: 1.2100 -1.6938 5.3349
H: 0.9787 -3.4458 5.5544
O: -2.9771 -1.7569 2.8001
S: -2.6692 -0.9420 3.9755
O: -2.5093 -1.7201 5.1906
O: -1.6322 0.0590 3.7427
C: -4.1701 0.0162 4.1537
C: -5.0197 -0.1191 5.2359
C: -6.2225 0.5713 5.2411
C: -6.5594 1.3723 4.1573
C: -5.6985 1.4979 3.0761
C: -4.4803 0.8234 3.0583
P: -3.2578 0.8511 1.6565
C: -4.5407 0.7462 0.3305
C: -4.8704 -0.5601 -0.0381
C: -5.8726 -0.8045 -0.9625
C: -6.5477 0.2564 -1.5505
C: -6.2122 1.5571 -1.2074
C: -5.2190 1.8016 -0.2682
C: -2.8208 2.6322 1.5758
C: -1.9915 2.9780 0.5023
C: -1.5467 4.2816 0.3515
C: -1.8983 5.2515 1.2827
C: -2.6828 4.9051 2.3729
C: -3.1449 3.6028 2.5203
H: -4.7248 -0.7681 6.0510
H: -6.9002 0.4842 6.0819
H: -7.5062 1.9002 4.1516
H: -5.9894 2.1172 2.2374
H: -4.3257 -1.3768 0.4241
H: -6.1224 -1.8234 -1.2345
H: -7.3220 0.0712 -2.2854
H: -6.7275 2.3865 -1.6784
H: -4.9624 2.8239 -0.0120
H: -1.7008 2.2140 -0.2220
H: -0.9183 4.5413 -0.4935
H: -1.5602 6.2745 1.1620
H: -2.9370 5.6532 3.1156
H: -3.7464 3.3448 3.3827
N: 2.3622 1.8764 7.0690
C: 2.1625 2.1816 5.9783
C: 1.9520 2.6096 4.6374
C: 2.2697 3.9188 4.2660
C: 2.0841 4.2994 2.9528
C: 1.5891 3.3655 2.0524
N: 1.2682 2.1251 2.4004
C: 1.4396 1.7516 3.6559
H: 2.6516 4.6081 5.0076
H: 2.3201 5.3043 2.6299
H: 1.4435 3.6147 1.0064
H: 1.1541 0.7361 3.9122

Calculated values
Kohn-Sham gap	4.8117	eV
HOMO	-1.326	eV
total charge	-2
max |F|	0.0501	hartree/bohr